1) {
  "formula": "H21O11",
  "method": "ωB97M-V with the def2-TZVPD basis set",
  "elements": ["O", "O", "O", "O", "O", "O", "O", "O", "O", "O", "O", "H", "H", "H", "H", "H", "H", "H", "H", "H", "H", "H", "H", "H", "H", "H", "H", "H", "H", "H", "H", "H"],
  "xyz": [[-2.0139, -2.3118, 1.2301], [-1.7348, 2.8672, -2.1061], [2.7497, -0.6599, -0.1047], [-1.3280, 0.0998, 2.6632], [0.9452, 1.6457, -1.7958], [1.5432, -0.7129, -2.7702], [-2.1672, 0.3473, -1.1558], [-0.3484, 2.5093, 0.7401], [1.3193, -1.4647, 2.5755], [0.0500, -0.2835, 0.5663], [0.4991, -2.2848, -0.9128], [-1.8262, 2.1061, -1.5085], [0.8289, -1.1539, 1.7744], [-1.7955, -3.1943, 1.6487], [-0.3670, -2.6230, -1.1333], [1.8532, -0.4404, 0.0842], [-1.9819, 3.6915, -1.7253], [0.7999, 2.0222, -0.9338], [-0.6670, 0.0240, 1.9326], [0.3822, -1.5411, -0.2761], [-1.0456, -0.5697, 3.2837], [1.7792, -2.2211, 2.1810], [3.3069, 0.1107, 0.1824], [1.5160, -1.3130, -1.9885], [0.4684, 2.6907, 1.1915], [-2.7900, 0.4642, -0.4384], [-1.4428, 0.1737, -0.5971], [1.8457, 1.8322, -2.0230], [-0.4482, 1.5673, 0.9147], [0.0631, 0.3130, -0.1969], [-1.1831, -1.8338, 1.1667], [1.1895, 0.1431, -2.4687]],
  "lowdin_charge": [-0.082, -0.073, -0.061, -0.102, -0.029, -0.126, -0.008, -0.036, -0.090, -0.390, -0.087, -0.022, -0.027, 0.069, 0.047, -0.052, 0.004, 0.011, -0.055, -0.047, 0.015, 0.039, 0.070, -0.017, 0.046, 0.068, -0.032, 0.058, -0.009, -0.015, -0.030, -0.038],
  "multiplicity": 1,
  "orbital_gap_ev": 9.25,
  "charge": -1
}

***

2) {
  "formula": "H21O11",
  "method": "ωB97M-V with the def2-TZVPD basis set",
  "elements": ["O", "O", "O", "O", "O", "O", "O", "O", "O", "O", "O", "H", "H", "H", "H", "H", "H", "H", "H", "H", "H", "H", "H", "H", "H", "H", "H", "H", "H", "H", "H", "H"],
  "xyz": [[0.5936, -2.0014, -2.2665], [0.6318, 2.3638, 2.9948], [1.9994, 2.2620, -3.0789], [-2.0310, 0.2637, -1.0986], [-3.5657, 0.5814, 0.9235], [3.8120, -2.2340, 0.7400], [-1.5027, 1.4812, 4.6317], [1.6794, -0.0007, 0.9151], [-0.1126, -4.2327, 0.9265], [0.1471, 1.1090, -0.6857], [-1.6677, 0.0736, -3.6062], [-0.6365, 1.7941, 4.1446], [0.1838, -3.4092, 0.6775], [-1.6387, -0.6130, -0.9907], [1.2959, 1.7529, 2.4944], [-2.9384, 0.5114, 0.0983], [3.4857, -1.8174, -0.1014], [-2.1490, 1.3241, 3.9381], [0.8842, 0.2829, 0.4995], [-0.9612, -4.0175, 1.3189], [2.1926, 0.7080, 0.6454], [2.2543, 3.0325, -3.7178], [1.0998, -1.3434, -1.6079], [0.4938, 2.8815, 2.1611], [-1.9468, -0.1820, -2.6560], [-0.7976, 0.9064, -1.1616], [-1.7003, 1.0660, -3.4027], [1.6970, 1.5012, -3.5780], [-0.2130, -1.2919, -2.3814], [0.7061, 1.1629, -1.3961], [3.2447, -1.8338, 1.4018], [-4.4231, 0.2568, 0.4471]],
  "lowdin_charge": [-0.172, -0.104, -0.094, -0.316, -0.209, -0.090, -0.135, -0.037, -0.021, -0.118, -0.174, 0.035, -0.027, 0.001, 0.079, -0.038, 0.043, 0.010, -0.042, 0.039, -0.003, 0.095, 0.067, 0.071, -0.015, 0.004, 0.058, 0.025, 0.066, -0.053, 0.004, 0.050],
  "multiplicity": 1,
  "orbital_gap_ev": 8.95,
  "charge": -1
}

***

3) {
  "formula": "H21O11",
  "method": "ωB97M-V with the def2-TZVPD basis set",
  "elements": ["O", "O", "O", "O", "O", "O", "O", "O", "O", "O", "O", "H", "H", "H", "H", "H", "H", "H", "H", "H", "H", "H", "H", "H", "H", "H", "H", "H", "H", "H", "H", "H"],
  "xyz": [[-0.5271, 1.9109, 1.6052], [-1.8022, 0.9723, -3.7634], [-0.3146, 0.2446, -0.1580], [1.4149, 0.5847, -2.1930], [-0.9475, -4.6645, -0.8224], [3.5734, -1.7931, -1.1356], [0.0967, 4.3783, 0.9856], [1.7052, 1.7425, 2.6556], [-0.8164, -2.1500, -1.2561], [-2.8173, 0.8714, 0.4131], [0.6929, -2.7519, 4.3343], [-1.6176, 1.0968, -2.8306], [-0.7352, 4.7597, 0.4307], [-0.8701, -3.6264, -1.0582], [-1.2553, 1.5020, -4.3371], [0.5066, 0.3421, -0.1895], [0.3097, -1.8775, 4.3456], [0.5054, 0.4928, -1.8230], [3.0304, -1.6715, -1.9766], [-2.7743, 1.6916, 0.1720], [-1.1001, -1.6373, -2.0924], [0.8472, 2.2549, 2.6482], [-0.3654, 3.4827, 1.0325], [-1.3021, 1.4750, 1.7431], [1.5451, -2.7621, 3.8105], [1.8251, 1.3200, -1.8693], [3.3744, -2.7816, -1.0547], [-1.9331, 0.5699, 0.0295], [-0.6984, -1.2863, -0.5555], [1.3308, 0.9528, 2.0626], [-0.4514, 1.1358, 0.8313], [-0.4298, -4.7789, 0.0154]],
  "lowdin_charge": [-0.168, -0.049, -0.213, -0.032, -0.197, -0.127, -0.176, -0.170, -0.166, -0.014, -0.086, 0.016, 0.089, -0.009, 0.029, -0.128, 0.020, 0.013, 0.050, -0.074, 0.087, 0.010, -0.020, -0.025, 0.066, -0.013, 0.060, 0.024, 0.108, 0.076, 0.004, 0.017],
  "multiplicity": 1,
  "orbital_gap_ev": 10.00,
  "charge": -1
}

***

4) {
  "formula": "H21O11",
  "method": "ωB97M-V with the def2-TZVPD basis set",
  "elements": ["O", "O", "O", "O", "O", "O", "O", "O", "O", "O", "O", "H", "H", "H", "H", "H", "H", "H", "H", "H", "H", "H", "H", "H", "H", "H", "H", "H", "H", "H", "H", "H"],
  "xyz": [[0.9128, -0.2413, 0.3211], [-2.6019, 3.3300, -1.6283], [4.3633, 0.5178, 0.5065], [1.9287, -2.1453, -2.1712], [3.0170, 3.0935, -1.6443], [-3.1527, -2.5194, -1.7598], [-0.7831, -1.3489, -1.1113], [-0.7794, 2.3278, 0.2487], [-1.2041, -2.2055, 2.5552], [-3.1478, 0.6792, 2.3554], [1.6471, -1.6251, 2.5192], [-0.4175, -2.4569, 2.2470], [1.1233, -1.6756, -1.9699], [2.5156, 2.6030, -2.2221], [-1.3180, 1.6272, 0.5421], [-2.2042, 3.3460, -2.4729], [-3.2014, 2.5796, -1.5667], [4.0904, -0.2307, -0.1046], [-1.0652, 2.9442, 0.9234], [-0.8022, -1.3150, 2.7513], [0.1364, -0.7970, -0.4267], [0.5034, 0.6386, 0.2078], [-2.9304, -1.9233, -1.0171], [-1.3716, -0.8369, -0.5791], [1.1191, -1.1312, 1.7334], [3.5648, 0.9367, 0.4430], [2.5347, -1.5315, 2.1814], [-4.0417, 0.8777, 1.9465], [-2.3066, -2.9047, -1.6980], [-2.8639, 0.2849, 1.4941], [3.2582, 2.3182, -0.9883], [2.0788, -2.2545, -2.9540]],
  "lowdin_charge": [-0.254, -0.044, -0.044, 0.064, -0.063, -0.087, -0.285, -0.028, -0.034, -0.084, -0.153, -0.077, 0.008, -0.029, -0.020, 0.012, 0.036, 0.082, 0.051, 0.057, -0.015, -0.024, 0.010, -0.074, 0.036, -0.058, -0.003, 0.065, -0.018, 0.032, 0.081, -0.138],
  "multiplicity": 1,
  "orbital_gap_ev": 8.18,
  "charge": -1
}

***

Last place for stability: 4)

***

1) {
  "formula": "C2H7OS",
  "method": "ωB97M-V with the def2-TZVPD basis set",
  "elements": ["S", "O", "C", "C", "H", "H", "H", "H", "H", "H", "H"],
  "xyz": [[0.5672, -1.3380, -0.0581], [-2.4899, -2.0740, -0.6055], [0.5587, 1.4308, -0.2761], [1.0803, 0.2960, 0.7150], [-2.4931, -2.2622, 0.3835], [-0.1456, 1.0296, -0.9347], [-1.4899, -1.9617, -0.7469], [1.3103, 1.7222, -1.0060], [2.2394, 0.3823, 0.6943], [0.7198, 0.3576, 1.7866], [0.1429, 2.4175, 0.0478]],
  "lowdin_charge": [0.154, -0.225, -0.254, -0.728, 0.028, -0.016, -0.108, 0.035, 0.038, 0.026, 0.049],
  "multiplicity": 1,
  "orbital_gap_ev": 7.03,
  "charge": -1
}

***

2) {
  "formula": "C2H7OS",
  "method": "ωB97M-V with the def2-TZVPD basis set",
  "elements": ["S", "O", "C", "C", "H", "H", "H", "H", "H", "H", "H"],
  "xyz": [[0.2817, 0.1536, 0.4038], [-1.9945, 2.2947, 1.2966], [1.3627, -1.5067, -1.6005], [0.3558, -1.4222, -0.4550], [1.1141, -2.3333, -2.2448], [-1.3352, 2.9136, 1.6296], [-0.6294, -1.6390, -0.8874], [-1.4859, 1.7583, 0.6487], [0.5769, -2.2671, 0.1878], [1.3162, -0.6251, -2.2371], [2.4077, -1.6360, -1.3028]],
  "lowdin_charge": [0.201, -0.161, -0.252, -0.861, 0.034, 0.007, 0.025, -0.102, 0.021, 0.039, 0.050],
  "multiplicity": 1,
  "orbital_gap_ev": 6.66,
  "charge": -1
}

***

3) {
  "formula": "C2H7OS",
  "method": "ωB97M-V with the def2-TZVPD basis set",
  "elements": ["S", "O", "C", "C", "H", "H", "H", "H", "H", "H", "H"],
  "xyz": [[2.1483, -2.3284, 0.4350], [-0.0427, 1.7856, 1.1118], [-0.3805, -0.0848, -0.6055], [-0.9143, 1.1410, 0.1839], [0.8072, 1.3498, 1.2267], [2.0579, -3.4879, -0.2143], [-1.1045, 2.0027, -0.5033], [0.7037, -0.2155, -0.4229], [-1.8699, 0.9253, 0.6205], [-0.7163, -1.1040, -0.1941], [-0.6888, 0.0162, -1.6380]],
  "lowdin_charge": [-0.286, -0.109, -0.127, -0.324, 0.075, -0.503, 0.098, -0.022, 0.080, 0.068, 0.049],
  "multiplicity": 1,
  "orbital_gap_ev": 6.39,
  "charge": -1
}

***

Last place for stability: 3)

***

1) {
  "formula": "C4H10N4O",
  "method": "ωB97M-V with the def2-TZVPD basis set",
  "elements": ["O", "N", "N", "N", "N", "C", "C", "C", "C", "H", "H", "H", "H", "H", "H", "H", "H", "H", "H"],
  "xyz": [[2.1615, 0.8485, -0.2869], [-0.6045, -0.9778, -1.7648], [1.6186, -0.4344, -0.6195], [-0.0927, 0.9750, 1.4319], [-2.3790, 0.4837, -0.5466], [-0.3083, -0.2632, -0.6871], [-3.0982, 1.0058, 0.3386], [-0.5372, 0.1487, 0.5069], [2.1907, -1.3526, 0.3404], [-4.1288, 1.3311, 0.1143], [0.2456, 0.5780, 2.2989], [3.2749, -1.4339, 0.1875], [2.0306, -1.0350, 1.3812], [0.0099, 1.9647, 1.2407], [-1.5362, -0.8102, -2.1272], [0.1991, -1.2690, -2.3042], [1.9517, 1.3796, -1.0686], [1.7426, -2.3374, 0.1944], [-2.7402, 1.1985, 1.3700]],
  "lowdin_charge": [-0.110, 0.118, -0.181, 0.114, 0.002, -0.236, -0.219, -0.164, -0.144, 0.047, 0.110, 0.078, 0.064, 0.119, 0.088, 0.102, 0.091, 0.081, 0.039],
  "multiplicity": 1,
  "orbital_gap_ev": [7.52, 7.53]
}

***

2) {
  "formula": "C4H10N4O",
  "method": "ωB97M-V with the def2-TZVPD basis set",
  "elements": ["O", "N", "N", "N", "N", "C", "C", "C", "C", "H", "H", "H", "H", "H", "H", "H", "H", "H", "H"],
  "xyz": [[0.1221, -2.3880, -0.3497], [0.6178, 1.1454, -1.7969], [0.4915, -0.0189, -1.3515], [-0.6926, -1.5043, 1.6578], [-0.3284, -0.1394, -0.2536], [-0.1003, -0.6872, 2.7601], [1.5602, 1.1695, -2.9659], [-0.2731, -1.4539, 0.3015], [-1.3922, 0.8540, 0.1173], [0.1483, -1.3723, 3.5729], [1.7311, 0.1710, -3.3899], [-0.8923, 0.0179, 3.0910], [-2.2933, 0.6959, -0.4933], [-1.5479, 0.7911, 1.1781], [-0.9593, 1.8187, -0.1580], [1.2532, 1.8399, -3.7789], [2.5223, 1.6541, -2.6434], [0.8264, -0.1716, 2.4829], [-0.7934, -2.4220, 2.0195]],
  "lowdin_charge": [0.079, -0.043, 0.025, 0.001, -0.105, -0.082, -0.113, -0.498, -0.011, 0.078, 0.067, 0.073, 0.091, 0.050, 0.064, 0.058, 0.077, 0.088, 0.102],
  "multiplicity": 1,
  "orbital_gap_ev": 10.01
}

***

3) {
  "formula": "C4H10N4O",
  "method": "ωB97M-V with the def2-TZVPD basis set",
  "elements": ["O", "N", "N", "N", "N", "C", "C", "C", "C", "H", "H", "H", "H", "H", "H", "H", "H", "H", "H"],
  "xyz": [[0.4949, 0.5343, 0.3333], [1.6163, 1.0777, -0.2908], [1.9907, -1.6481, 0.5769], [-1.1532, -0.6007, -0.7916], [0.7673, -1.8369, -0.2088], [-2.9801, 0.2268, 0.8590], [0.1125, -0.7196, -0.2330], [1.7758, 2.3255, -0.0108], [-2.1987, 0.3895, -0.4705], [-1.7515, 1.4714, -0.6187], [2.5839, -0.8222, 0.4144], [2.6448, -2.4737, 0.4161], [2.7371, 2.9553, -0.2919], [-3.9852, 0.9407, 0.6409], [-2.8652, 0.1577, -1.3768], [0.9504, 2.9429, 0.4121], [-1.4020, -1.6191, -0.8462], [-2.4778, 0.7375, 1.8649], [-3.1979, -0.8420, 0.8492]],
  "lowdin_charge": [-0.100, -0.031, -0.047, -0.003, 0.036, -0.123, -0.426, -0.018, -0.301, 0.136, 0.042, 0.087, 0.112, 0.121, 0.123, 0.079, 0.145, 0.121, 0.048],
  "multiplicity": 1,
  "orbital_gap_ev": 8.74
}

***

4) {
  "formula": "C4H10N4O",
  "method": "ωB97M-V with the def2-TZVPD basis set",
  "elements": ["O", "N", "N", "N", "N", "C", "C", "C", "C", "H", "H", "H", "H", "H", "H", "H", "H", "H", "H"],
  "xyz": [[-0.6882, 1.6498, -1.1016], [0.9224, 0.0973, -0.3497], [-0.3605, 1.3289, 1.1804], [-0.4691, -1.0050, -1.9461], [-1.2636, 2.3129, 1.4448], [1.9019, -0.1148, 0.6887], [-0.4021, -1.9968, 0.2610], [-0.0812, -1.0291, -0.5947], [-0.0990, 1.0197, -0.0398], [-0.2172, -1.9020, 1.3131], [-0.8444, -2.9148, -0.0890], [-1.0292, -1.8035, -2.2127], [2.6484, 0.6757, 0.5950], [0.3069, -0.8660, -2.5813], [1.5720, -0.1020, 1.7336], [-1.7170, 2.1543, 2.3283], [2.3603, -1.0977, 0.5478], [-0.6608, 1.0294, -1.8522], [-1.8794, 2.5638, 0.6744]],
  "lowdin_charge": [0.064, -0.045, 0.017, 0.087, 0.001, -0.096, 0.056, -0.391, -0.490, 0.058, 0.055, 0.098, 0.090, 0.103, 0.075, 0.071, 0.089, 0.081, 0.077],
  "multiplicity": 1,
  "orbital_gap_ev": 8.49
}

***

Last place for stability: 1)